Here is C22H20IN8O3RhS as an isolated structure from the Open Molecules 2025 dataset. Energies are from ωB97M-V with the def2-TZVPD basis set.

Results
Lowest unoccupied orbital energy, eV: -7.245
Net charge: +2
Energy relative to the best compared isomer or geometry (same formula, charge and spin), kcal/mol: 104.9
E, Eh: -2319.9467

```
56
Properties=species:S:1:pos:R:3:mulliken_charge:R:1
I 2.6673 3.1249 -3.5113 0.119
Rh -0.5039 -1.1542 0.2674 -0.210
S -1.0940 -2.1581 2.2077 -0.311
O 5.4115 -5.5806 -0.5260 -0.536
O 5.3841 -4.6610 1.4266 -0.556
O 0.0553 -0.0268 -1.3494 -0.429
N 0.6344 1.0658 -5.1781 -0.545
N -1.0782 0.5022 1.1722 0.898
N -1.1842 0.5415 2.5346 -1.278
N 1.3453 -1.4929 0.7590 0.571
N -0.6284 1.0391 -1.7580 0.213
N -0.2012 -2.9184 -0.7471 0.228
N 4.9202 -4.8877 0.3292 0.944
N -1.1976 -0.7155 4.4278 -0.399
C 1.8722 -2.6588 0.3037 0.603
C -0.7073 -4.7969 -2.1102 -0.945
C -0.3266 1.4600 -3.0070 0.183
C 3.3095 -1.1212 2.0195 -1.168
C 3.8747 -2.2835 1.5538 -0.611
C 3.5714 -4.3396 0.0490 0.036
C 2.1251 1.0845 -3.2239 -1.192
C -2.1943 2.7786 -1.4974 -0.672
C -1.9258 3.2250 -2.7795 -0.984
C 3.1462 -3.0986 0.6588 0.278
C 2.0309 -0.7451 1.6041 -0.417
C 0.7435 0.7210 -3.7789 0.008
C 0.5444 -5.3284 -1.9003 -0.519
C 2.7941 -5.0626 -0.7849 -0.866
C -0.9705 2.5720 -3.5249 -0.495
C 1.0294 -3.4332 -0.5407 0.102
C -1.7599 1.3776 0.4862 1.187
C -2.7878 2.2123 1.1885 -1.801
C -1.0523 -3.5758 -1.5165 -0.184
C -1.5249 1.6921 -0.9552 0.590
C 1.4611 -4.6304 -1.0923 0.534
C -1.1461 -0.6459 3.0970 0.879
H -2.9163 3.3037 -0.8963 0.395
H -1.3186 0.1293 4.9639 0.249
H -2.4392 3.2401 1.3107 0.425
H 0.6236 -0.3517 -3.5824 0.309
H -2.9881 1.8073 2.1719 0.409
H 1.4045 0.6988 -5.7200 0.233
H 3.1858 -5.9719 -1.2209 0.586
H 0.8285 -6.2723 -2.3480 0.516
H -0.2352 0.7519 -5.5886 0.241
H -1.2340 -1.6014 4.9014 0.217
H 4.8600 -2.5804 1.8771 0.606
H 2.1642 0.9128 -2.1541 0.287
H -2.4474 4.0838 -3.1779 0.458
H -3.7118 2.2297 0.6123 0.521
H 3.8419 -0.4878 2.7139 0.460
H -0.6871 2.8947 -4.5160 0.563
H -2.0302 -3.1354 -1.6631 0.554
H -1.4365 -5.3100 -2.7201 0.439
H 2.8908 0.4848 -3.7095 0.589
H 1.5659 0.1732 1.9406 0.686
```